Below is the ion CH2N3O3 with charge -1, with properties calculated with ωB97M-V with the def2-TZVPD basis set.

```
9
Properties=species:S:1:pos:R:3:lowdin_charge:R:1
H 2.782 1.058 0.201 0.033
N 2.566 0.074 0.092 -0.003
N 1.386 -0.276 0.117 -0.080
O 0.477 0.870 0.172 -0.222
N -0.937 0.983 0.099 0.031
C -1.703 -0.018 -0.216 -0.752
O -2.890 0.136 -0.426 -0.042
O -1.245 -1.352 -0.250 0.015
H -0.435 -1.474 0.212 0.019
```

Values from the calculation:
LUMO energy in eV: 4.45
Frontier orbital gap in Eh: 0.2877
Energy above the lowest of the compared OMol25 structures with the same formula, charge and spin in kJ/mol: 327.65
SMILES: [H]/N=N\O/N=C(/[O-])O
Total charge: -1
Spin multiplicity: 1



Below is the ion CH2N3O3 with charge -1, with properties calculated with ωB97M-V with the def2-TZVPD basis set.

```
9
Properties=species:S:1:pos:R:3:lowdin_charge:R:1
O -1.257 -2.587 -0.180 -0.080
C -1.121 -1.444 0.216 -0.489
N -0.061 -0.552 0.247 -0.033
N 1.155 -1.103 0.115 0.009
N 2.257 -0.664 -0.028 -0.299
O 3.352 -1.229 0.016 -0.080
O 2.500 0.990 -0.180 -0.101
H -2.122 -0.985 0.495 0.089
H 1.692 1.272 0.222 -0.017
```

Values from the calculation:
LUMO energy in eV: 4.24
Frontier orbital gap in Eh: 0.3037
Energy above the lowest of the compared OMol25 structures with the same formula, charge and spin in kJ/mol: 415.95
SMILES: O=C/N=N/N([O-])O
Total charge: -1
Spin multiplicity: 1



Below is a cluster of 2 separate species, CH2N3O3 in total, with properties calculated with ωB97M-V with the def2-TZVPD basis set.

```
9
Properties=species:S:1:pos:R:3:lowdin_charge:R:1
C -0.298 0.177 0.063 -0.318
N -2.197 -0.444 0.257 0.060
N 0.244 -0.929 0.078 -0.075
N 0.208 1.412 -0.053 -0.231
O -0.471 2.557 -0.231 -0.404
O -2.208 -1.573 -0.100 -0.084
O 1.738 -0.985 0.004 -0.134
H 1.183 1.660 0.329 0.146
H 1.801 -1.876 -0.345 0.039
```

Values from the calculation:
LUMO energy (spin up / spin down) in eV: 3.79 / 3.79
Frontier orbital gap (spin up / spin down) in Eh: 0.2021 / 0.2020
Energy above the lowest of the compared OMol25 structures with the same formula, charge and spin in kJ/mol: 735.07
Total charge: -1
Spin multiplicity: 1



Below is a structure of composition CH2N3P, with properties calculated with ωB97M-V with the def2-TZVPD basis set.

```
7
Properties=species:S:1:pos:R:3:lowdin_charge:R:1
C -0.861 -0.565 0.122 -0.389
N -0.806 0.719 0.275 -0.196
N 0.221 -1.277 -0.135 -0.035
N 1.237 -0.441 -0.202 -0.233
P 0.786 1.096 0.281 0.834
H -1.662 -1.140 0.525 0.096
H 1.085 1.608 -0.868 -0.077
```

Values from the calculation:
LUMO energy in eV: -1.10
Frontier orbital gap in Eh: 0.3347
Energy above the lowest of the compared OMol25 structures with the same formula, charge and spin in kJ/mol: 66.54
Total charge: 0
Spin multiplicity: 1



Below is an isolated molecule of CH2N4, with properties calculated with ωB97M-V with the def2-TZVPD basis set.

```
7
Properties=species:S:1:pos:R:3:lowdin_charge:R:1
C 0.966 0.039 0.519 -0.235
N 0.698 -0.802 -0.516 0.009
N -0.542 -0.573 -0.826 -0.010
N -0.952 0.383 -0.038 -0.079
N -0.030 0.838 0.799 0.062
H 1.902 0.140 1.017 0.091
H -1.921 0.706 -0.064 0.163
```

Values from the calculation:
LUMO energy in eV: 1.11
Frontier orbital gap in Eh: 0.4518
Energy above the lowest of the compared OMol25 structures with the same formula, charge and spin in kJ/mol: 148.26
SMILES: c1nn[nH]n1
Total charge: 0
Spin multiplicity: 1



Below is an isolated molecule of CH2N4O, with properties calculated with ωB97M-V with the def2-TZVPD basis set.

```
8
Properties=species:S:1:pos:R:3:lowdin_charge:R:1
H 2.000 -0.854 -2.327 0.061
N 1.387 -0.133 -1.933 0.069
N 1.590 -0.173 -0.720 -0.091
N 0.852 0.817 -0.057 0.068
C -0.271 0.525 0.349 -0.184
N -1.439 0.361 0.704 0.024
O -1.598 -0.128 1.999 -0.043
H -2.521 -0.414 1.985 0.097
```

Values from the calculation:
LUMO energy in eV: 0.45
Frontier orbital gap in Eh: 0.3784
Energy above the lowest of the compared OMol25 structures with the same formula, charge and spin in kJ/mol: 376.54
SMILES: [H]/N=N/N=C=NO
Total charge: 0
Spin multiplicity: 1



Max |F|? In order: 0.0528 0.0545 0.0795 0.0908 0.0188 0.0153 hartree/bohr.